{"formula": "C4H14N7O", "method": "ωB97M-V/def2-TZVPD", "homo_lumo_gap_ev": [6.523, 5.992], "fmax_ev_per_a": 9.45, "total_charge": 1, "homo_energy_ev": [-8.82, -12.79], "multiplicity": 3, "e_lumo_ev": [-2.3, -6.8], "elements": ["C", "C", "C", "C", "N", "N", "N", "N", "N", "N", "N", "O", "H", "H", "H", "H", "H", "H", "H", "H", "H", "H", "H", "H", "H", "H"], "coordinates": [[0.912, 1.183, 0.076], [2.861, -0.377, 0.074], [-2.103, -1.183, 0.553], [-3.038, -0.363, -0.273], [-0.291, 0.680, 0.567], [0.860, 2.398, -0.473], [2.367, -1.341, -0.724], [4.050, -0.300, 0.607], [-0.609, -0.905, 0.359], [2.119, 0.759, 0.298], [-2.994, 1.014, 0.064], [-0.229, -1.421, -0.788], [-2.340, -1.342, 1.639], [-2.189, -2.143, 0.174], [-3.983, -0.786, -0.615], [-2.504, -0.389, -1.292], [0.073, 2.937, -0.503], [1.747, 2.927, -0.462], [3.062, -2.005, -1.108], [1.402, -1.395, -1.024], [4.752, -0.829, 0.172], [4.382, 0.385, 1.234], [-0.132, -1.362, 1.280], [-3.679, 1.300, 0.813], [-3.367, 1.615, -0.642], [-1.128, 0.943, -0.007]], "forces_ev_per_a": [[-1.9, -0.5, 1.0], [-4.9, 4.0, -0.2], [-0.3, -0.3, 1.8], [1.8, 0.2, -3.4], [2.5, 6.0, -0.6], [2.9, 0.7, -1.2], [3.4, -1.0, 0.1], [1.3, -1.9, -0.4], [-2.3, -8.7, 2.9], [2.4, -2.4, 0.8], [-2.0, 2.3, 2.0], [-0.1, 0.5, -0.5], [0.4, 0.9, -0.8], [-0.2, -2.2, -0.7], [-0.2, -0.4, 1.1], [-0.5, -0.1, 1.0], [-2.4, 1.4, 0.1], [-0.9, -0.7, -0.3], [-1.0, 0.4, 0.4], [0.1, 0.3, 0.1], [1.1, -1.0, -0.2], [-0.4, 1.0, 0.4], [-0.7, 1.1, -2.8], [1.2, -0.9, -0.3], [0.1, 0.1, -1.2], [0.6, 1.1, 0.9]]}